Formula: C41H52Br63N2SSi
Source: OMol25
Level of theory: ωB97M-V/def2-TZVPD

Electronic energy, Eh: -164552.83224
Gap between HOMO and LUMO, eV: 4.8
Max |F|, eV/A: 5.2
Total charge: +1

The geometry in XYZ format:
```
160
Properties=species:S:1:pos:R:3:forces:R:3
C -4.45516 3.64468 1.04512 0.57 -0.82 -0.54
Br -8.83680 -4.30967 -1.39061 0.03 0.42 -0.04
Br -4.43395 6.77005 3.83165 0.13 -0.12 0.13
Br 10.13155 -5.61861 2.94411 -0.29 0.05 -0.01
Br 2.78465 6.84924 -2.47238 0.12 0.06 -0.01
Br 6.50463 0.34450 -15.00024 -0.25 -0.16 0.08
Br 0.32588 -2.62758 4.18323 -0.09 -0.18 0.07
H -4.30484 3.67730 -1.13342 -0.64 -1.00 0.46
Br 8.01346 -3.01928 -13.20261 0.16 -0.09 0.16
H 5.14584 -1.72658 -15.13544 -0.04 0.14 0.06
H -6.10821 -4.30387 4.87132 -0.01 -0.12 0.11
C 6.32226 -5.63117 -2.47011 0.01 -0.15 -0.06
Br -3.46018 1.66419 13.13740 0.11 -0.18 -0.17
H -2.21848 4.61031 2.84631 0.14 -0.55 -0.96
H 2.88497 -3.37367 0.55158 -0.06 1.91 -0.56
C -4.72989 2.95360 -0.38279 0.56 0.92 0.86
Br 11.21611 1.03226 2.41062 -0.14 -0.12 0.15
H -3.16935 0.67676 10.88250 0.06 -0.05 0.14
H -0.63336 0.10463 3.05309 -0.25 -0.46 -1.05
C -1.17295 0.87791 -0.95359 -0.18 -0.26 0.61
Br 3.42155 -0.06272 -15.76981 0.21 -0.06 0.17
Br 3.10163 -5.51058 0.73840 -0.10 -0.97 0.54
Br 1.06988 0.01074 7.59056 0.00 0.13 -0.20
H -0.34281 2.74947 -3.76648 -0.09 0.10 0.01
C -1.03254 -0.12924 2.02479 -0.50 0.09 0.24
C -6.41324 0.22662 8.43449 0.13 -0.02 0.39
Br 7.59723 6.36853 1.01307 0.18 -0.21 -0.15
C 0.19530 2.64017 1.14843 -0.16 0.57 0.49
H -12.00486 -6.24253 -5.30913 0.10 0.10 0.08
C 4.07445 -5.63914 2.40306 0.01 0.00 0.08
H 8.43908 -3.68901 -10.85503 0.07 -0.06 -0.20
H -5.79984 8.03223 -1.29463 -0.01 -0.16 0.01
C 3.74461 -0.31074 -1.11613 -0.98 0.21 2.94
Br 2.63368 0.21873 -6.19188 -0.11 -0.09 0.09
Br -0.69655 4.60678 -2.15776 -0.10 -0.01 -0.23
N -4.56890 -1.99422 1.45745 0.22 0.63 -2.05
C -8.91890 -2.53129 -2.14100 -0.28 -0.25 -0.23
Br -4.66363 -5.70376 6.31715 -0.55 -0.01 -0.12
Br -10.51366 -6.93593 -3.45445 -0.16 0.08 -0.20
Br -0.38910 4.65967 -5.34416 -0.13 -0.13 0.28
C 3.84513 -1.70725 -0.65832 -1.68 1.11 0.95
C 7.78102 0.90825 -0.97439 0.00 0.13 0.09
H -6.01671 -0.05905 4.02997 0.35 -0.75 -0.81
H -2.12291 0.17301 2.06451 1.09 -0.20 -0.16
Br 8.63658 1.05257 4.30754 0.19 -0.13 -0.13
Br -1.59899 6.46692 5.28681 -0.24 -0.10 -0.01
H -6.41840 0.90971 -2.06972 0.03 0.48 1.13
Br 0.21070 2.70204 6.08595 0.08 -0.14 0.03
H -7.33621 0.71639 8.72682 0.10 -0.06 -0.15
H -1.28083 -0.15981 -1.36682 0.24 0.96 0.02
C -0.96752 3.63659 -3.81162 0.12 -0.05 -0.15
C -11.45353 -5.66930 -4.57142 -0.06 -0.04 0.07
Br 5.31866 -5.46699 -4.11323 0.13 0.02 0.25
Br 9.72717 4.07051 0.38689 -0.09 0.09 -0.06
H 8.16833 -4.35030 3.77016 0.00 -0.12 -0.07
Br 5.23525 8.44420 -3.78631 -0.12 -0.13 0.22
H -5.38236 3.49177 1.67207 0.94 0.56 -0.54
H 4.54720 0.11097 -1.77515 -0.95 -0.54 1.35
H 5.06015 -6.02860 2.16692 -0.11 0.08 0.00
Br 3.24724 -6.89016 3.62314 0.08 0.20 -0.17
Br -1.67311 -4.10072 6.20072 0.39 0.28 -0.23
H 4.59597 -3.97756 -9.16698 0.05 -0.02 0.15
C 1.64795 -1.47167 0.55729 2.11 0.00 -1.47
Br -3.09477 -1.39032 12.24752 0.08 0.23 -0.02
H -1.80758 4.58857 1.09400 -0.11 -0.73 0.56
H 0.86174 -1.94853 1.18019 0.65 0.55 -0.47
C 2.06386 -0.82863 -4.65391 -0.14 0.53 -0.71
Br 6.63616 1.70702 0.36104 0.10 -0.19 -0.17
H -0.08309 3.30056 0.27653 0.43 -0.70 0.79
C 8.74928 5.57834 -0.31954 0.02 0.09 0.08
N -5.46095 -1.17034 1.93411 -2.07 2.30 0.78
H 5.22483 6.53200 -2.20958 -0.07 0.14 0.02
Br -4.98727 1.50996 8.68128 -0.16 -0.18 -0.11
Br 7.22921 -6.64556 3.82424 0.14 0.14 -0.12
Br 10.77597 -3.36886 -11.61917 -0.25 -0.09 -0.06
H 9.33822 -0.57732 2.57657 0.07 0.10 0.09
C -3.22229 2.96733 1.79790 -0.28 0.82 0.32
H -0.85398 2.36421 3.17175 0.02 0.59 -0.80
Br -2.75504 -3.04204 3.37775 0.55 -0.37 0.30
C 4.91945 -0.73787 -14.75039 0.02 -0.02 -0.04
H -3.61152 2.71213 2.82944 0.72 0.00 -0.95
H -0.02018 3.92721 2.90635 -0.61 -0.89 -0.38
C -6.34475 -5.05615 5.61636 0.01 -0.08 0.01
Br -0.79929 0.74940 11.60625 -0.25 -0.05 0.05
Br -10.23037 -4.52297 -5.54026 -0.11 -0.08 0.17
Si -0.09598 0.82679 0.65104 -0.12 0.01 -0.73
Br -7.29425 6.51530 -2.56313 0.21 -0.02 0.20
Br 4.32726 -3.90247 3.21775 -0.14 -0.21 -0.06
C -0.65497 3.14505 2.39217 0.22 1.45 -0.29
Br -7.40601 -4.18822 6.98064 0.13 -0.12 -0.17
H 0.36611 0.37699 5.24657 0.09 0.06 0.10
Br 5.50553 -6.89642 -1.25788 0.33 0.05 -0.35
Br -12.74883 -4.64780 -3.56336 0.21 -0.14 -0.13
Br -7.33517 -6.45222 4.71557 0.12 0.19 0.12
C 1.01005 0.95182 5.90502 -0.04 -0.08 -0.02
Br 4.57700 -5.99149 -7.71924 0.08 0.16 -0.07
H -6.93383 0.44198 1.82184 0.75 -0.86 -0.03
H 9.47827 6.33144 -0.59934 -0.11 -0.11 0.01
C 5.03423 -4.17636 -8.19470 -0.04 -0.05 -0.03
H -8.78352 -2.63199 -3.21404 -0.01 0.01 0.14
C 1.50893 -0.08533 0.11284 1.38 -0.42 -0.13
C 8.25300 -5.18222 3.07844 0.08 0.14 0.09
H -2.19884 1.24370 -0.68954 0.83 -0.10 -0.40
C -5.86817 6.95009 -1.33183 -0.03 0.12 -0.04
H 8.51942 1.65649 -1.24690 -0.09 -0.10 0.03
C 2.52541 0.58777 -0.73879 1.27 -3.61 3.40
Br -6.20016 -1.31520 9.57590 0.02 0.27 -0.25
H -4.07026 2.05055 -0.42394 -0.84 0.50 -0.14
C -6.16900 -0.18117 1.31531 1.65 -0.05 -3.74
Br 8.80813 -5.87219 -11.97906 0.02 0.30 0.02
C 2.81661 -2.31827 0.19091 -0.71 3.29 -0.93
C -6.61293 1.16333 -0.99049 0.12 0.18 0.71
H -1.02696 -1.23336 1.84606 0.11 0.94 0.28
C 9.89980 -0.04195 3.33490 -0.06 -0.01 -0.02
H -4.59986 -0.75091 -1.83259 -0.12 -0.08 1.00
Br 7.77523 5.10747 -1.92633 0.09 -0.02 0.16
C -1.98197 3.92377 1.98010 -0.06 -0.55 1.14
H -2.87614 2.02493 1.30187 -0.50 0.73 0.29
H 2.38096 1.64077 -1.06518 0.53 -0.86 0.61
H -4.24330 4.74903 0.86593 -0.36 -1.59 0.57
H 4.70942 -2.34154 -0.95584 -0.83 0.90 0.19
Br 4.26795 -2.91307 -6.94943 0.16 -0.09 -0.24
H -3.49629 -2.53618 -0.28041 -0.73 0.61 0.84
Br -4.16045 6.28935 -1.94634 -0.14 0.11 0.03
C -4.25013 -1.83761 0.16069 -0.89 1.21 -1.90
Br -7.47336 -1.40702 -1.48592 -1.71 -2.25 -0.84
H -0.98556 -4.70876 3.89949 -0.04 0.14 0.03
Br 7.53282 -4.58684 1.38074 0.27 -0.26 0.36
C -4.86861 -0.83678 -0.75957 -0.85 0.55 4.12
H -0.68273 1.59306 -1.66490 -0.56 -0.82 0.40
H 7.30131 -6.01927 -2.73049 -0.13 0.07 0.05
H 1.27593 2.84232 1.38258 -0.88 -0.35 -0.33
C -3.51138 6.23000 5.44274 0.03 0.07 0.03
Br 2.74809 1.03647 5.06101 -0.24 -0.02 0.07
C -6.25188 2.65937 -0.64001 0.41 0.20 -0.88
Br 8.74567 -0.61847 -0.27775 -0.19 0.09 -0.13
C 8.93914 -3.95065 -11.78304 -0.02 -0.03 0.07
Br 10.72739 -1.37003 4.47112 -0.10 0.18 -0.15
Br 6.60655 -3.91000 -1.62893 0.04 -0.15 -0.42
H -6.54860 3.27056 -1.54286 0.01 -0.69 0.94
C -1.23341 -3.75400 4.35176 0.00 -0.10 0.18
C -2.69735 0.45655 11.83419 -0.01 0.02 -0.04
C 4.61594 7.42862 -2.26238 0.09 -0.04 0.02
H -3.84802 6.88591 6.23857 0.03 -0.11 -0.11
Br -6.60481 -0.27885 6.57322 -0.16 0.09 0.30
C -5.88713 0.05794 -0.12538 1.96 -0.85 0.47
H -7.71307 1.02392 -0.84072 0.98 0.32 -0.11
Br 6.80954 0.45584 -2.58609 0.50 0.08 0.00
Br -3.97353 4.42297 5.96274 0.09 0.16 -0.11
Br -2.79728 3.03302 -3.99563 0.19 0.11 0.04
H 2.66728 -1.73271 -4.64874 -0.11 0.09 0.05
S -5.80633 -1.37521 3.65450 0.08 0.04 0.40
Br 2.40453 0.07867 -2.94338 -1.95 -1.53 -4.52
Br 4.47674 -0.94689 -12.87712 0.05 0.08 -0.24
Br 0.21299 -1.38304 -4.81873 0.16 0.06 0.02
H -6.89698 3.02859 0.19793 0.65 -0.41 -0.57
Br 4.87743 8.38786 -0.60485 -0.14 -0.03 -0.28
Br -10.64453 -1.70770 -1.86218 0.35 -0.05 0.03
Br -6.25600 6.34300 0.46488 -0.29 0.35 -0.30
Br 6.94497 -3.93753 -8.37801 -0.21 -0.04 0.13
```
Forces are in eV/Å.

Mulliken atomic charge list, values in e, 6 entries:
1. C -0.5598
2. Br 0.0019
3. Br 0.0065
4. Br -0.0416
5. Br 0.0523
6. Br -0.0036

---

Formula: C41H53BrLuN5O6Si
Source: OMol25
Level of theory: ωB97M-V/def2-TZVPD

Electronic energy, Eh: -6418.56962
Gap between HOMO and LUMO, eV: 6.5
Max |F|, eV/A: 3.2
Total charge: -2

The geometry in XYZ format:
```
108
Properties=species:S:1:pos:R:3:forces:R:3
H -2.14672 0.30964 -3.80866 0.40 1.47 -0.11
H 3.80371 -2.40426 -1.46890 -0.24 0.77 0.94
C 1.15357 5.27390 -2.18176 -1.12 0.30 -1.24
C 1.03586 2.86048 -1.81552 -0.75 0.33 0.52
C 0.09388 5.20874 -3.07367 -1.49 -0.83 -0.05
C -0.52038 3.94379 -3.31874 -0.50 -0.32 0.07
H -2.62953 1.82452 -2.96544 0.56 -0.06 -0.45
H -3.31619 -0.40567 -1.49832 -0.83 -0.22 1.01
O 1.38329 -1.97445 -3.02969 1.55 0.22 -0.89
C 1.93790 -2.43579 1.74800 -0.29 0.30 0.66
C 1.05399 -3.13909 0.73604 0.09 -0.20 -1.25
Si -2.04060 0.39846 1.01933 -0.28 0.48 0.05
C -1.58751 -5.58424 -2.68114 -0.88 0.88 0.50
C 0.24622 -2.31998 -2.77576 -0.54 1.63 2.11
H 3.14960 -0.66083 -3.21252 0.37 0.14 -0.26
H -0.31322 -1.55765 2.35622 0.66 -0.11 -0.65
C 2.68740 -3.15278 2.68949 -0.64 0.72 -1.49
H 1.61635 6.22331 -1.98923 0.28 0.26 0.14
C 2.56087 2.75561 0.67799 1.28 -0.25 1.17
O 5.21816 -2.40193 5.17150 1.32 1.42 2.04
O 0.51655 -2.31887 -0.12808 0.23 -0.35 0.68
H 2.59335 -4.21774 2.67774 0.16 -0.44 0.17
Lu 0.38929 -0.24480 -0.72048 -0.14 -0.71 -0.20
C 2.63633 -0.42557 2.58185 0.20 -1.06 -0.19
H -4.14139 2.09695 -1.02421 0.67 0.53 -0.03
H 1.96722 -4.44700 -3.24337 -0.06 0.13 0.29
N 1.87568 -1.06915 1.70852 -0.15 -1.12 -0.15
C -3.54016 -0.93670 0.70729 1.01 0.04 -0.65
C 3.53411 0.76827 -0.31720 -0.91 0.59 -0.39
N 1.45750 1.73850 -1.17068 -0.14 -1.07 -0.60
H 0.12570 1.40133 -5.06044 0.12 0.12 -0.24
C 3.59378 -1.09395 3.36335 -0.93 1.52 -0.25
C -0.08648 2.76543 -2.70564 1.12 0.77 0.27
C 3.59815 -2.46105 3.46598 0.54 -0.16 0.72
C -2.46516 0.71676 3.91230 0.48 -0.57 -1.21
H 1.72660 3.39740 0.77104 -0.61 0.70 0.06
H -4.81884 -1.31707 -0.94736 0.14 0.60 -0.35
C 3.61913 2.79356 1.59595 -0.65 0.72 -0.21
C -1.87145 1.40737 -3.65434 0.45 -1.59 0.74
H -2.10645 0.73558 4.94026 0.10 0.04 0.16
H -2.61144 -2.83889 1.46629 -0.23 0.69 -1.69
H -0.40418 6.09379 -3.47003 0.35 -0.11 -0.03
H 0.47240 -0.12513 -4.17345 0.03 0.60 -0.02
C 4.06969 -1.55649 -0.77955 0.84 0.01 -0.61
H -2.04804 -2.26671 -0.20130 0.49 0.00 0.19
O 0.94427 -4.36299 0.66368 0.11 0.91 0.55
C -3.30371 2.64886 -0.56382 0.80 1.79 0.55
H 4.66610 0.19643 -2.75149 1.44 0.05 -0.21
H -5.15234 1.58376 1.11025 0.25 0.63 0.12
H 0.47900 1.49554 2.43780 1.34 0.50 -1.53
C -3.00418 2.17090 0.89762 -1.11 1.07 0.49
H -2.05391 3.22449 2.66455 -0.05 -0.21 -0.37
H 4.27570 -0.46611 3.90364 0.29 -0.16 0.52
H -2.38699 2.68776 -1.16486 -0.18 -0.68 -0.10
C -2.07874 3.25744 1.56758 0.55 -1.06 -0.59
H -0.50030 2.25038 3.68188 0.33 -0.41 -0.23
H 2.42433 0.62324 2.62848 0.55 0.47 0.08
H -4.48482 2.16343 2.67103 0.07 0.20 -1.25
C 0.95096 -4.74321 -3.00478 -0.14 1.26 -0.26
C -0.90603 -1.13229 3.12562 -1.54 0.46 0.30
H -5.30016 -1.94058 1.55185 -0.01 -0.17 -0.09
C 4.55871 0.83300 0.56664 0.50 0.62 1.46
H -3.36650 0.09130 3.84862 0.45 -0.04 0.07
H 5.35844 1.91575 2.26793 0.79 -0.23 0.45
H 1.42253 1.33502 -3.88430 1.36 0.40 0.33
H -4.62174 0.45012 -0.60244 -0.40 0.01 -0.13
C 1.59583 4.13324 -1.58360 0.58 -0.51 -0.71
C -0.04699 -3.76259 -2.80224 -1.18 -1.56 -0.58
C 4.65258 -3.15606 4.41964 -1.47 -0.76 -2.74
N 0.71394 -6.03526 -2.96614 -0.03 -0.36 -0.18
C -4.66462 -1.07818 1.76832 0.86 0.49 -0.04
H 0.46329 0.79253 4.02219 0.41 -0.15 0.45
C -1.32292 0.34347 2.87689 -0.35 -0.06 1.33
C 4.59146 1.86524 1.53777 0.74 -1.34 -1.14
C -4.11355 -0.49527 -0.69263 0.66 -1.18 0.44
H -1.79942 1.97255 -4.59706 -0.54 -0.36 0.07
H -2.11665 -3.58849 -2.29173 -0.40 0.62 -0.29
H 2.53203 4.22863 -1.08959 0.34 -0.19 0.73
C 2.54152 1.80464 -0.30664 0.03 -0.49 0.09
C -1.34844 -4.24305 -2.64065 1.06 1.25 0.61
O 4.80249 -4.35334 4.14131 0.18 -0.82 0.41
C 0.46715 0.97910 -4.11625 -2.15 -1.30 0.48
H -1.43190 3.81131 -3.94687 0.92 0.71 0.35
H 3.10370 1.05663 -2.71923 0.64 -0.85 -0.07
H -0.74662 -7.51522 -2.74710 0.37 0.74 -0.05
C -0.54342 -6.42299 -2.79518 0.39 -2.78 -0.15
H -4.82481 3.35011 1.33763 0.05 -0.38 0.09
H 5.21746 -1.47916 -0.89932 -1.46 0.23 0.21
H -0.40094 -1.30296 4.09202 -0.26 0.12 -0.20
C 3.63250 0.07927 -2.57191 -2.48 0.36 -0.01
C -0.11097 1.30004 3.26939 -2.76 -0.55 0.50
H -2.77500 1.68753 3.57649 -0.26 0.63 0.55
H -4.15373 -1.25578 2.75849 -0.97 0.27 -0.88
H 5.26884 0.02862 0.61580 0.29 -0.03 0.03
H 3.84257 -1.72389 0.29972 0.17 -0.30 -1.05
H -1.85611 -1.68688 3.06319 0.33 -0.21 0.51
H 3.75412 3.53317 2.36588 -0.60 0.39 0.15
H -3.58684 -3.00126 -0.06269 -0.39 -0.09 0.20
C -2.89800 -2.33472 0.46673 -0.09 -0.14 1.53
H -5.32072 -0.18004 1.74943 0.51 -0.65 0.53
C -4.45975 2.32678 1.54971 0.82 -0.65 0.76
H -3.52134 3.78919 -0.54719 -0.30 -1.62 0.16
Br -3.35570 -6.11951 -2.31143 -0.22 -0.50 -0.09
O -0.59924 -1.44270 -2.27658 -0.21 -1.27 -1.18
H -1.03498 3.10600 1.19239 -0.60 0.23 0.33
H -2.37066 4.26643 1.30663 -0.28 0.37 -0.30
N 3.34003 -0.32954 -1.20099 0.41 -0.49 0.58
N -0.50532 1.41260 -3.03376 -0.26 0.94 -0.83
```
Forces are in eV/Å.

Mulliken atomic charge list, values in e, 6 entries:
1. H -0.0551
2. H 0.0974
3. C -0.6560
4. C -0.1829
5. C -1.0512
6. C -0.3049